{"formula": "C3H9S2", "method": "wB97M-V/def2-TZVPD", "largest_force_ha_per_bohr": 0.038, "lumo_energy_ev": 3.597, "total_charge": -1, "e_tot_ev": -24928.4793, "species": ["S", "H", "C", "C", "C", "S", "H", "H", "H", "H", "H", "H", "H", "H"], "positions_angstrom": [[1.887, -1.121, 0.801], [2.718, -1.881, 1.529], [-0.269, -0.296, -1.598], [-0.891, -0.108, -0.256], [-0.314, 1.090, 0.461], [-0.507, 1.121, 2.213], [-0.814, -1.156, -2.007], [0.780, -0.542, -1.598], [-0.487, 0.554, -2.279], [-1.989, -0.001, -0.358], [-0.698, -1.027, 0.328], [-0.728, 2.053, 0.113], [0.788, 1.108, 0.287], [0.524, 0.207, 2.363]], "nbo_charge": [-1.024, 0.101, -0.607, -0.428, -0.553, -0.157, 0.191, 0.244, 0.173, 0.175, 0.249, 0.195, 0.251, 0.191]}

{"formula": "C3H9S2", "method": "wB97M-V/def2-TZVPD", "largest_force_ha_per_bohr": 0.031, "lumo_energy_ev": [0.815, -1.794], "spin_multiplicity": 2, "e_tot_ev": -24925.7453, "species": ["C", "C", "S", "H", "H", "H", "H", "H", "H", "C", "S", "H", "H", "H"], "positions_angstrom": [[-1.270, -1.188, 0.981], [-1.836, 0.253, 0.955], [-0.360, 1.363, 1.300], [-0.859, -1.428, 1.940], [-0.493, -1.271, 0.199], [-2.079, -1.885, 0.754], [-2.212, 0.576, -0.041], [-2.612, 0.537, 1.661], [-1.004, 2.534, 1.404], [1.502, 0.384, -2.009], [1.245, -1.242, -1.243], [1.288, 1.169, -1.251], [2.555, 0.578, -2.233], [0.884, 0.559, -2.890]], "nbo_charge": [-0.622, -0.472, -0.099, 0.217, 0.212, 0.218, 0.208, 0.214, 0.122, -0.806, 0.098, 0.259, 0.234, 0.216]}

{"formula": "C3H9S2", "method": "wB97M-V/def2-TZVPD", "largest_force_ha_per_bohr": 0.034, "lumo_energy_ev": [0.864, -2.417], "spin_multiplicity": 2, "e_tot_ev": -24925.1913, "species": ["C", "S", "H", "H", "H", "C", "C", "S", "H", "H", "H", "H", "H", "H"], "positions_angstrom": [[2.158, -1.027, 1.191], [0.460, -0.780, 1.853], [2.015, -1.935, 0.610], [2.265, -0.176, 0.519], [3.043, -1.096, 1.812], [-1.521, 1.267, -0.217], [-0.953, 0.513, -1.405], [-0.803, -1.334, -1.038], [-2.417, 0.828, 0.222], [-1.811, 2.250, -0.598], [-0.840, 1.240, 0.631], [-1.569, 0.698, -2.281], [0.078, 0.804, -1.581], [-0.107, -1.253, 0.280]], "nbo_charge": [-0.756, 0.051, 0.227, 0.217, 0.245, -0.636, -0.481, -0.028, 0.216, 0.211, 0.228, 0.227, 0.210, 0.069]}

{"formula": "C3H9S3", "method": "wB97M-V/def2-TZVPD", "largest_force_ha_per_bohr": 0.006, "lumo_energy_ev": 3.289, "total_charge": -1, "e_tot_ev": -35763.7057, "species": ["C", "C", "S", "H", "H", "H", "H", "H", "C", "S", "S", "H", "H", "H", "H"], "positions_angstrom": [[0.075, -2.560, -0.409], [-0.509, -1.819, 0.793], [-1.595, -0.445, 0.349], [0.565, -1.841, -1.067], [-0.711, -3.040, -0.990], [0.819, -3.307, -0.107], [0.320, -1.432, 1.401], [-1.059, -2.520, 1.430], [-0.668, 2.429, -0.198], [0.576, 1.121, -0.010], [2.260, 2.493, 0.358], [-1.093, 2.633, 0.781], [-1.447, 2.093, -0.873], [-0.167, 3.315, -0.577], [2.634, 2.881, -0.879]], "nbo_charge": [-0.617, -0.528, -0.498, 0.209, 0.192, 0.174, 0.182, 0.182, -0.743, 0.088, -0.376, 0.209, 0.225, 0.205, 0.095]}

{"formula": "C3H9S3", "method": "wB97M-V/def2-TZVPD", "largest_force_ha_per_bohr": 0.028, "lumo_energy_ev": 3.613, "total_charge": -1, "e_tot_ev": -35764.0155, "species": ["C", "S", "H", "H", "H", "C", "C", "S", "S", "H", "H", "H", "H", "H", "H"], "positions_angstrom": [[-1.106, 2.745, -0.371], [-0.665, 2.671, -2.095], [-2.207, 2.846, -0.339], [-0.851, 1.778, 0.125], [-0.615, 3.541, 0.226], [-0.039, -2.705, 0.924], [0.801, -1.473, 0.602], [0.426, -0.796, -1.063], [1.854, 0.743, -1.013], [0.245, -3.525, 0.245], [-1.089, -2.475, 0.692], [0.108, -3.032, 1.981], [1.862, -1.698, 0.634], [0.676, -0.654, 1.336], [0.600, 2.034, -1.883]], "nbo_charge": [-0.756, -0.213, 0.199, 0.229, 0.194, -0.626, -0.526, -0.014, -0.663, 0.199, 0.203, 0.195, 0.200, 0.200, 0.180]}

{"formula": "C3HBrCl3O2", "method": "wB97M-V/def2-TZVPD", "largest_force_ha_per_bohr": 0.116, "lumo_energy_ev": [2.414, 2.991], "total_charge": -1, "e_tot_ev": -114830.1116, "species": ["C", "C", "C", "O", "O", "Cl", "Cl", "Cl", "Br", "H"], "positions_angstrom": [[-1.674, -0.904, 1.008], [1.848, 0.212, -0.514], [-0.997, 0.244, -0.169], [-2.089, -0.369, 1.940], [-1.596, -2.024, 0.522], [2.408, -0.602, 0.827], [-1.308, 1.892, -0.058], [-1.185, -0.336, -1.765], [2.270, 2.051, -0.275], [2.325, -0.163, -1.517]], "nbo_charge": [0.824, -0.387, -0.277, -0.660, -0.719, 0.024, 0.015, -0.022, -0.001, 0.203]}

{"formula": "C3HBrClF3", "method": "wB97M-V/def2-TZVPD", "largest_force_ha_per_bohr": 0.082, "lumo_energy_ev": 0.419, "e_tot_ev": -93843.0704, "species": ["C", "C", "C", "F", "F", "F", "Cl", "Br", "H"], "positions_angstrom": [[-0.242, 0.398, 0.117], [-1.363, -0.281, -0.253], [1.164, 0.071, 0.192], [-0.280, 1.713, 0.427], [2.007, 0.806, -0.609], [1.365, -1.189, -0.266], [-2.838, 0.543, -0.242], [-1.437, -2.074, -0.594], [1.623, 0.013, 1.228]], "nbo_charge": [0.256, -0.242, 0.514, -0.305, -0.327, -0.341, 0.097, 0.188, 0.161]}

{"formula": "C3HBrN2", "method": "wB97M-V/def2-TZVPD", "largest_force_ha_per_bohr": 0.112, "smiles": "N#CC(Br)C#N", "lumo_energy_ev": -0.330, "e_tot_ev": -76147.7137, "species": ["N", "C", "C", "Br", "C", "N", "H"], "positions_angstrom": [[-2.510, -0.160, -1.108], [-1.582, 0.224, -0.626], [-0.412, 0.575, 0.080], [0.020, 2.406, 0.404], [-0.695, -0.005, 1.535], [-0.972, -0.502, 2.547], [0.363, 0.144, -0.386]], "nbo_charge": [-0.215, 0.228, -0.407, 0.138, 0.254, -0.265, 0.267]}

{"formula": "C3HCaO3", "method": "wB97M-V/def2-TZVPD", "largest_force_ha_per_bohr": 0.078, "lumo_energy_ev": [-0.577, -0.881], "spin_multiplicity": 2, "e_tot_ev": -27703.0977, "species": ["O", "C", "H", "C", "O", "C", "O", "Ca"], "positions_angstrom": [[0.066, 1.069, -0.009], [1.130, 0.758, 0.856], [1.769, 1.596, 1.116], [1.449, -0.549, 0.862], [0.594, -1.254, 0.087], [-0.405, -0.076, -0.490], [-1.638, -0.177, -0.631], [-2.965, -1.367, -1.791]], "nbo_charge": [-0.429, -0.176, 0.202, 0.015, -0.497, 0.825, -0.931, 0.990]}

{"formula": "C3HCl3", "method": "wB97M-V/def2-TZVPD", "largest_force_ha_per_bohr": 0.094, "lumo_energy_ev": -1.267, "e_tot_ev": -40688.1062, "species": ["C", "C", "C", "Cl", "Cl", "Cl", "H"], "positions_angstrom": [[0.097, 0.850, 0.165], [-1.007, 1.307, 0.616], [1.928, 0.121, -0.100], [2.788, 1.010, 1.092], [1.742, -1.550, 0.429], [2.707, 0.242, -1.640], [-0.243, 1.072, -0.945]], "nbo_charge": [-0.586, 0.138, -0.150, 0.088, 0.068, 0.112, 0.331]}